Record 1
# C29H47Br30N2OPS

A molecular structure, C29H47Br30N2OPS at a distorted geometry (the ωB97M-V functional and the def2-TZVPD basis, OMol25).

## Properties
Total charge ... 0

Each line ends with the Mulliken charge.
CARTESIAN COORDINATES (ANGSTROEM)
1 C 0.525 0.103 6.558  -0.746
2 C -0.776 0.191 6.718  -0.164
3 C -1.730 -0.730 5.982  -0.557
4 P -1.902 -0.417 4.139  0.739
5 C -1.435 1.425 4.214  -1.031
6 C -1.824 2.067 2.846  0.166
7 C -2.790 3.259 3.037  -1.323
8 C -2.119 4.476 3.681  -0.272
9 C -1.659 5.581 2.711  -0.502
10 C -2.653 6.029 1.612  -0.123
11 C -2.049 5.867 0.206  -1.243
12 C -1.431 4.473 -0.051  0.460
13 C 0.094 4.517 -0.316  -0.083
14 C 0.484 3.934 -1.686  -1.225
15 C 0.636 2.400 -1.654  0.126
16 C 1.884 1.958 -0.890  -0.402
17 C -2.458 -2.242 3.798  -1.155
18 C -1.479 -2.937 2.817  -0.986
19 S -1.775 -4.746 2.931  -0.165
20 C -2.684 -5.132 1.499  0.407
21 N -2.770 -4.568 0.387  -0.153
22 N -3.619 -5.345 -0.391  -0.520
23 C -3.958 -6.307 0.319  0.044
24 O -3.424 -6.261 1.554  -0.276
25 H 1.189 0.911 6.834  0.308
26 H 0.935 -0.797 6.106  0.125
27 H -1.199 0.958 7.360  0.344
28 H -1.340 -1.740 6.105  0.227
29 H -2.717 -0.632 6.439  0.371
30 H -0.793 -0.592 3.243  -0.161
31 H -3.176 0.007 3.635  -0.129
32 H -0.363 1.595 4.324  0.182
33 H -1.997 1.981 4.970  0.527
34 H -2.375 1.342 2.227  0.289
35 H -0.947 2.369 2.267  -0.214
36 H -3.263 3.456 2.074  0.706
37 H -3.563 2.910 3.719  0.524
38 H -1.211 4.108 4.175  0.200
39 H -2.722 4.899 4.486  0.207
40 H -0.678 5.324 2.303  0.207
41 H -1.483 6.468 3.329  0.480
42 H -2.848 7.097 1.763  -0.400
43 H -3.628 5.544 1.701  0.507
44 H -1.281 6.635 0.091  0.416
45 H -2.797 6.040 -0.572  0.324
46 H -1.947 3.966 -0.869  0.798
47 H -1.543 3.816 0.810  -1.058
48 H 0.633 3.928 0.432  -0.317
49 H 0.492 5.530 -0.225  0.577
50 H -0.269 4.199 -2.433  0.384
51 H 1.457 4.337 -1.988  0.392
52 H 0.685 2.078 -2.695  -0.026
53 H -0.253 1.922 -1.229  0.238
54 H 2.791 2.151 -1.465  0.295
55 H 1.839 0.869 -0.783  0.325
56 H 1.929 2.392 0.109  -0.254
57 H -3.424 -2.242 3.283  0.519
58 H -2.582 -2.847 4.698  0.592
59 H -1.699 -2.573 1.815  0.514
60 H -0.447 -2.725 3.087  0.522
61 H -4.593 -7.117 0.018  0.419
62 C 4.153 2.535 2.519  -0.422
63 Br 4.438 0.801 1.732  -0.024
64 Br 4.778 3.953 1.375  -0.031
65 Br 2.314 2.798 3.032  0.074
66 H 4.744 2.572 3.423  0.375
67 C -8.189 5.496 3.922  -0.355
68 Br -6.782 6.063 5.114  0.044
69 Br -8.221 6.555 2.314  -0.011
70 Br -8.122 3.612 3.532  -0.014
71 H -9.124 5.671 4.436  0.336
72 C 1.710 -0.802 -4.602  0.134
73 Br 1.917 -2.324 -3.437  0.011
74 Br -0.137 -0.292 -4.784  -0.004
75 Br 2.808 0.675 -4.039  -0.063
76 H 2.055 -1.102 -5.583  -0.109
77 C 2.221 -4.261 -6.807  0.037
78 Br 2.539 -5.978 -7.617  0.043
79 Br 2.855 -2.819 -7.919  -0.028
80 Br 0.378 -4.024 -6.321  -0.003
81 H 2.796 -4.231 -5.890  0.041
82 C 7.206 -3.175 -8.617  -0.320
83 Br 7.760 -2.148 -10.150  -0.040
84 Br 6.472 -2.052 -7.230  -0.021
85 Br 6.001 -4.595 -9.110  0.084
86 H 8.092 -3.639 -8.208  0.330
87 C -3.185 8.900 5.420  -0.378
88 Br -4.745 9.383 6.448  -0.038
89 Br -2.316 7.330 6.120  -0.043
90 Br -3.553 8.726 3.535  0.049
91 H -2.491 9.721 5.533  0.430
92 C 4.425 -9.256 -8.458  -0.011
93 Br 4.090 -9.038 -10.346  -0.025
94 Br 4.430 -11.109 -7.940  -0.012
95 Br 6.045 -8.361 -7.915  -0.035
96 H 3.608 -8.781 -7.931  -0.005
97 C 2.202 -3.955 -11.790  -0.223
98 Br 4.057 -3.484 -12.002  0.006
99 Br 1.167 -3.517 -13.356  -0.035
100 Br 1.993 -5.802 -11.285  0.014
101 H 1.813 -3.359 -10.976  0.211
102 C 4.865 -7.735 -4.244  0.085
103 Br 4.778 -5.834 -3.927  0.005
104 Br 5.692 -8.669 -2.779  -0.032
105 Br 3.133 -8.459 -4.669  -0.039
106 H 5.492 -7.884 -5.113  -0.028
107 C 1.095 -4.217 7.161  -0.350
108 Br 0.552 -3.854 5.346  0.105
109 Br 1.341 -6.102 7.464  -0.037
110 Br 2.656 -3.203 7.651  -0.023
111 H 0.288 -3.893 7.805  0.372

=====

Record 2
# C2H5N5O3

C2H5N5O3 in the gas phase at a distorted geometry (the ωB97M-V functional and the def2-TZVPD basis, OMol25).

## Properties
Energy relative to the best compared isomer or geometry (same formula, charge and spin) ... 56.89 kcal/mol
Total charge ... 0
SMILES ... CN(N=O)/C(N)=N\[N+](=O)[O-]

Each line ends with the natural charge from an NBO analysis.
CARTESIAN COORDINATES (ANGSTROEM)
1 C 0.090 -1.614 -0.611  -0.424
2 N -0.622 -0.472 0.037  -0.278
3 N -1.886 -0.834 0.391  0.275
4 O -2.630 0.056 0.821  -0.391
5 C -0.098 0.915 0.001  0.600
6 N -0.978 1.935 -0.230  -0.792
7 N 1.127 1.265 0.072  -0.411
8 N 2.045 0.264 0.511  0.616
9 O 1.788 -0.323 1.556  -0.389
10 O 2.961 0.010 -0.242  -0.351
11 H 0.542 -1.278 -1.519  0.222
12 H 0.776 -2.084 0.111  0.231
13 H -0.700 -2.355 -0.824  0.239
14 H -0.491 2.809 -0.147  0.418
15 H -1.923 1.706 0.075  0.434

=====

Record 3
# C59H61AsKN4O5P3Si

A molecular structure, C59H61AsKN4O5P3Si at a distorted geometry (the ωB97M-V functional and the def2-TZVPD basis, OMol25).

## Properties
Energy relative to the best compared isomer or geometry (same formula, charge and spin) ... 34.97 kcal/mol
Total charge ... -2

Each line ends with the Mulliken charge.
CARTESIAN COORDINATES (ANGSTROEM)
1 K 0.176 -0.136 0.029  0.861
2 C 1.268 -4.721 -0.018  -1.214
3 P 0.431 -3.219 0.672  1.041
4 C 1.617 -2.939 2.050  -1.477
5 C -0.885 -4.100 1.624  -0.921
6 C -1.430 -3.183 2.705  -1.452
7 P -1.642 -1.483 1.930  1.857
8 C -2.130 -0.614 3.486  -1.788
9 C -3.329 -1.785 1.265  -1.149
10 H 2.171 -4.406 -0.537  0.301
11 H 0.613 -5.208 -0.736  0.168
12 H 1.541 -5.425 0.771  0.507
13 H 1.641 -3.804 2.718  0.578
14 H 1.334 -2.043 2.595  0.093
15 H 2.605 -2.774 1.620  0.373
16 H -0.474 -5.032 2.039  0.627
17 H -1.672 -4.359 0.910  0.154
18 H -0.697 -3.087 3.512  0.375
19 H -2.352 -3.587 3.143  0.548
20 H -2.678 -1.284 4.155  0.539
21 H -2.753 0.237 3.217  0.450
22 H -1.239 -0.242 3.990  0.169
23 H -4.025 -2.016 2.075  0.427
24 H -3.292 -2.610 0.558  -0.033
25 H -3.650 -0.893 0.737  0.233
26 O -1.382 5.075 2.485  -0.771
27 C -1.240 3.872 2.260  0.466
28 C -1.896 3.095 1.183  -0.485
29 O -2.664 3.536 0.309  -0.889
30 C -1.422 1.723 1.300  -0.099
31 C -0.273 1.740 2.157  1.234
32 O 0.629 0.839 2.162  -0.360
33 C -0.353 2.930 2.995  0.290
34 O 0.171 3.100 4.101  -0.785
35 O -1.871 0.699 0.709  -0.987
36 N 2.754 0.965 -7.446  -0.584
37 C 2.627 0.398 -6.445  -0.002
38 C 2.493 -0.319 -5.259  0.335
39 C 3.215 -1.517 -5.050  -0.265
40 C 3.031 -2.188 -3.864  -0.751
41 C 2.141 -1.680 -2.921  -0.229
42 N 1.456 -0.549 -3.107  0.234
43 C 1.630 0.107 -4.226  -0.357
44 H 3.895 -1.878 -5.811  0.468
45 H 3.569 -3.103 -3.666  0.505
46 H 1.962 -2.192 -1.987  0.157
47 H 1.071 1.027 -4.334  0.432
48 C -1.717 4.704 -2.443  -0.779
49 N -0.392 4.155 -2.362  0.380
50 C 0.775 4.744 -2.758  -0.492
51 C 1.768 3.849 -2.473  -0.794
52 N 1.231 2.731 -1.918  0.252
53 C -0.059 2.946 -1.864  -1.480
54 H -2.241 4.313 -3.321  0.248
55 H -1.661 5.790 -2.516  0.299
56 H -2.273 4.427 -1.544  0.361
57 H 0.802 5.725 -3.193  0.451
58 H 2.827 3.940 -2.627  0.575
59 H -0.773 2.252 -1.470  1.086
60 C 4.249 1.765 0.247  -1.801
61 C 5.477 2.083 1.082  0.140
62 As 6.925 2.886 -0.004  0.259
63 C 6.025 4.591 -0.343  0.084
64 C 5.512 5.369 0.685  0.166
65 C 4.820 6.534 0.413  -0.580
66 C 4.639 6.941 -0.899  -0.428
67 C 5.159 6.184 -1.935  -0.535
68 C 5.849 5.017 -1.655  -0.501
69 C 8.047 3.538 1.477  0.072
70 C 8.066 2.941 2.732  -0.008
71 C 8.898 3.411 3.733  -0.730
72 C 9.740 4.484 3.491  -0.350
73 C 9.743 5.083 2.241  -0.604
74 C 8.909 4.610 1.245  -0.327
75 P 2.646 1.279 1.163  0.875
76 C 2.618 2.886 2.038  2.041
77 C 1.972 3.920 1.369  -0.467
78 C 1.974 5.203 1.881  -0.352
79 C 2.609 5.465 3.082  -0.923
80 C 3.264 4.445 3.748  -1.039
81 C 3.273 3.162 3.231  -1.028
82 C 3.378 0.166 2.404  1.494
83 C 2.918 0.110 3.717  -0.813
84 C 3.493 -0.763 4.623  -0.485
85 C 4.512 -1.617 4.230  -0.814
86 C 4.929 -1.616 2.910  -0.698
87 C 4.368 -0.730 2.009  -1.147
88 H 4.466 0.987 -0.493  0.841
89 H 3.938 2.654 -0.316  0.072
90 H 5.866 1.175 1.551  0.501
91 H 5.220 2.791 1.875  0.095
92 H 5.648 5.059 1.715  0.235
93 H 4.414 7.121 1.225  0.380
94 H 4.091 7.848 -1.114  0.387
95 H 5.024 6.501 -2.961  0.426
96 H 6.255 4.413 -2.462  0.306
97 H 7.414 2.101 2.936  0.363
98 H 8.887 2.938 4.706  0.383
99 H 10.391 4.850 4.274  0.356
100 H 10.401 5.922 2.048  0.362
101 H 8.912 5.082 0.267  0.326
102 H 1.469 3.701 0.436  -0.678
103 H 1.456 5.995 1.359  0.511
104 H 2.589 6.461 3.505  0.407
105 H 3.764 4.643 4.688  0.413
106 H 3.788 2.377 3.771  0.496
107 H 2.096 0.745 4.006  0.321
108 H 3.144 -0.784 5.647  0.432
109 H 4.973 -2.291 4.942  0.336
110 H 5.692 -2.309 2.579  0.447
111 H 4.689 -0.746 0.977  0.280
112 C 0.071 -6.831 -3.317  -0.465
113 C -1.019 -6.789 -2.460  -0.725
114 C -1.624 -5.586 -2.159  -0.092
115 C -1.199 -4.379 -2.726  0.287
116 C -0.082 -4.450 -3.570  -0.401
117 C 0.545 -5.641 -3.858  -0.574
118 Si -1.845 -2.682 -2.280  0.896
119 C -3.705 -2.555 -2.113  0.409
120 C -4.269 -1.281 -2.235  -0.517
121 C -5.611 -1.055 -2.028  -0.585
122 C -6.451 -2.102 -1.671  -0.421
123 C -5.918 -3.374 -1.537  -0.680
124 C -4.572 -3.591 -1.754  -0.015
125 H 0.552 -7.774 -3.546  0.333
126 H -1.398 -7.708 -2.025  0.330
127 H -2.444 -5.581 -1.455  -0.067
128 H 0.295 -3.532 -4.001  0.439
129 H 1.407 -5.655 -4.516  0.393
130 H -1.563 -1.874 -3.488  -0.431
131 H -3.619 -0.457 -2.492  0.297
132 H -6.012 -0.055 -2.137  0.361
133 H -7.504 -1.929 -1.491  0.340
134 H -6.561 -4.205 -1.264  0.364
135 H -4.186 -4.595 -1.650  0.099

=====

Record 4
# C15H19N2O3S2

A gas-phase ion, C15H19N2O3S2 (charge -1) at a distorted geometry (the ωB97M-V functional and the def2-TZVPD basis, OMol25).

## Properties
Total charge ... -1

Each line ends with the natural charge from an NBO analysis.
CARTESIAN COORDINATES (ANGSTROEM)
1 C -4.654 -0.039 3.214  -0.396
2 C -4.024 -1.423 3.117  -0.408
3 C -2.506 -1.376 3.262  -0.228
4 N -1.919 -0.473 2.265  -0.461
5 C -0.592 -0.685 1.981  -0.135
6 S 0.436 -1.570 2.924  -0.154
7 S 0.180 0.171 0.614  0.346
8 C -2.426 0.915 2.359  -0.209
9 C -3.953 0.969 2.306  -0.405
10 H -5.712 -0.096 2.940  0.202
11 H -4.608 0.312 4.253  0.187
12 H -4.422 -2.077 3.903  0.200
13 H -4.277 -1.886 2.153  0.210
14 H -2.236 -1.033 4.275  0.176
15 H -2.074 -2.374 3.122  0.239
16 H -2.081 1.355 3.313  0.167
17 H -1.977 1.497 1.541  0.232
18 H -4.275 0.808 1.270  0.202
19 H -4.254 1.988 2.576  0.201
20 C 4.315 2.968 -4.822  -0.250
21 O 4.883 2.024 -3.880  -0.518
22 C 4.052 1.168 -3.233  0.204
23 C 4.616 0.348 -2.221  -0.252
24 C 3.793 -0.414 -1.421  -0.229
25 C 2.374 -0.344 -1.535  -0.054
26 C 1.514 -0.939 -0.522  -0.509
27 C 0.060 -1.136 -0.708  -0.223
28 N -0.486 -2.504 -0.240  0.481
29 O -1.715 -2.623 -0.167  -0.453
30 O 0.349 -3.383 0.023  -0.405
31 C 1.846 0.340 -2.654  -0.218
32 C 2.660 1.100 -3.486  -0.315
33 H 5.169 3.573 -5.128  0.186
34 H 3.879 2.444 -5.683  0.169
35 H 3.548 3.591 -4.340  0.176
36 H 5.696 0.368 -2.105  0.203
37 H 4.231 -1.046 -0.652  0.200
38 H 2.006 -1.616 0.184  0.244
39 H -0.416 -0.850 -1.645  0.231
40 H 0.780 0.297 -2.835  0.176
41 H 2.220 1.650 -4.316  0.195

=====

Record 5
# C5H12NO2

2 unconnected molecules or ions with the total composition C5H12NO2 (the ωB97M-V functional and the def2-TZVPD basis, OMol25).

## Properties
Energy relative to the best compared isomer or geometry (same formula, charge and spin) ... 50.09 kcal/mol
Total charge ... -1

Each line ends with the natural charge from an NBO analysis.
CARTESIAN COORDINATES (ANGSTROEM)
1 N 1.135 -0.914 0.948  -0.636
2 C -0.039 -1.264 1.720  -0.224
3 C -1.256 -1.284 0.778  -0.436
4 C -0.790 -0.405 -0.407  -0.429
5 C 0.684 -0.015 -0.122  -0.083
6 C 0.847 1.460 0.251  -0.018
7 O 0.533 2.318 -0.760  -0.956
8 H 1.599 -1.744 0.607  0.342
9 H 0.153 -2.141 2.339  0.177
10 H -0.203 -0.485 2.482  0.173
11 H -1.475 -2.285 0.409  0.185
12 H -2.101 -0.837 1.288  0.197
13 H -0.803 -0.971 -1.339  0.201
14 H -1.371 0.489 -0.615  0.231
15 H 1.283 -0.146 -1.014  0.186
16 H 0.266 1.642 1.187  0.079
17 H 1.898 1.564 0.613  0.099
18 H -0.260 1.818 -2.017  0.508
19 H 0.371 1.698 -3.380  0.444
20 O -0.471 1.500 -2.967  -1.042

=====

Number 1: HOMO level -8.02 eV, total energy -2157254.137 eV, lowest unoccupied orbital energy -0.3 eV. Number 2: HOMO level -10.22 eV, total energy -15742.055 eV, lowest unoccupied orbital energy -0.6 eV. Number 3: HOMO level -0.73 eV, total energy -191278.986 eV, lowest unoccupied orbital energy 3.5 eV. Number 4: HOMO level -1.29 eV, total energy -46650.865 eV, lowest unoccupied orbital energy 2.9 eV. Number 5: HOMO level -3.04 eV, total energy -10964.818 eV, lowest unoccupied orbital energy 3.8 eV.